1.
The molecule C7H12N2, computed with ωB97M-V/def2-TZVPD.

Calculated values
Net charge: 0
Maximum force, eV/Å: 2.01
Energy above the lowest of the compared OMol25 structures with the same formula, charge and spin, eV: 3.219
LUMO energy, eV: 1.0
Frontier orbital gap, eV: 8.42

Element x y z (Å)
N  -0.264  0.512  -0.536
N  0.227  -0.025  0.593
C  -1.370  2.195  -2.858
C  -0.987  1.536  -0.415
C  1.245  -2.001  -0.528
C  -0.197  -0.254  2.009
C  1.316  -0.988  0.602
C  0.765  -1.470  1.944
C  -1.579  2.271  -1.533
H  -2.235  3.006  -1.015
H  0.196  -2.400  1.906
H  0.263  0.396  2.752
H  2.119  -2.649  -0.383
H  -1.146  1.974  0.594
H  -2.006  2.897  -3.411
H  2.239  -0.422  0.683
H  1.519  -1.671  2.717
H  1.448  -1.471  -1.474
H  0.341  -2.646  -0.461
H  -1.279  -0.264  2.131
H  -0.616  1.473  -3.319



2.
A structure of composition C7H12N2, computed with ωB97M-V/def2-TZVPD.

Calculated values
Net charge: 0
Maximum force, eV/Å: 7.18
Energy above the lowest of the compared OMol25 structures with the same formula, charge and spin, eV: 11.591
LUMO energy, eV: 0.4
Frontier orbital gap, eV: 8.97

Element x y z (Å)
N  0.735  -1.031  -0.201
N  0.890  1.453  -0.358
C  1.039  -1.824  0.954
C  1.311  0.172  -0.086
C  1.377  -1.421  2.135
C  -0.934  3.115  -0.642
C  -1.293  -2.127  -0.568
C  -0.647  1.500  -0.617
C  -0.366  -1.254  -0.932
H  -2.381  2.866  -0.090
H  -1.397  1.317  0.531
H  -1.123  -3.044  0.263
H  -0.467  -0.476  -1.845
H  2.500  0.022  0.089
H  -1.038  1.169  -1.686
H  0.262  3.780  0.245
H  -0.826  3.708  -1.979
H  1.894  -2.273  2.505
H  -2.068  -2.277  -1.157
H  0.921  -2.848  0.661
H  1.611  -0.527  2.778